[1]
Here is a 5-piece molecular cluster, C13H22Cl4N2O2 overall at a distorted geometry from OMol25. Energies are from ωB97M-V/def2-TZVPD.

The lowest unoccupied orbital energy is 0.23 eV. The relative energy (zero: lowest compared OMol25 entry of this formula, charge and spin) comes out at 0.0 kcal/mol. The calculation puts the frontier orbital gap at 8.44 eV.

ORCA input file:
```
! RIJCOSX wB97M-V def2-TZVPD def2/J DEFGRID3
* xyz 0 1
Cl -1.652 0.957 -3.643
C -2.882 0.843 -4.906
Cl -3.677 -0.725 -4.786
Cl -4.064 2.129 -4.681
Cl -2.109 1.033 -6.475
C -1.375 -2.436 -1.818
C -0.014 -2.227 -2.177
C 0.751 -2.572 -1.098
N -0.093 -2.987 -0.104
C -1.388 -2.899 -0.530
H -2.246 -2.270 -2.430
H 0.352 -1.805 -3.099
H 1.814 -2.513 -0.930
H 0.212 -3.411 0.754
H -2.184 -3.339 0.047
C -2.197 -1.200 3.683
C -1.372 -1.337 4.844
C -0.103 -0.980 4.483
N -0.121 -0.619 3.162
C -1.387 -0.739 2.678
H -3.250 -1.384 3.551
H -1.754 -1.667 5.795
H 0.798 -0.981 5.071
H 0.663 -0.379 2.578
H -1.578 -0.527 1.640
C -0.824 2.237 0.512
C -0.455 1.179 -0.517
O 0.401 0.191 0.048
H 0.066 2.680 0.965
H -1.427 1.849 1.331
H -1.351 3.017 -0.043
H 0.079 1.690 -1.327
H -1.393 0.769 -0.897
H 0.336 -0.563 -0.558
C 4.542 2.675 -0.208
C 3.173 2.081 -0.110
O 3.312 0.688 0.180
H 4.488 3.751 -0.381
H 5.128 2.239 -1.018
H 5.089 2.490 0.718
H 2.630 2.209 -1.053
H 2.616 2.578 0.691
H 2.449 0.275 0.060
*
```

[2]
Here is C13H22I2NOSSb2Ti as an isolated structure from OMol25. Energies are from ωB97M-V/def2-TZVPD.

The lowest unoccupied orbital energy (alpha / beta) is -7.86 / -7.89 eV. The relative energy (zero: lowest compared OMol25 entry of this formula, charge and spin) comes out at 0.0 kcal/mol. The calculation puts the frontier orbital gap (alpha / beta) at 6.22 / 6.19 eV.

ORCA input file:
```
! RIJCOSX wB97M-V def2-TZVPD def2/J DEFGRID3
* xyz 2 2
Ti 1.413 0.888 -2.023
I 1.772 3.943 -1.832
C 3.817 3.579 -1.409
I 4.297 1.528 -1.672
H 4.022 3.865 -0.386
H 4.403 4.131 -2.133
C 2.033 -0.827 1.582
Sb 1.211 1.007 0.860
C 2.400 2.457 1.845
C -0.695 1.146 1.864
C -1.333 -0.205 2.006
C -1.117 -0.919 3.185
C -1.663 -2.175 3.384
C -2.452 -2.742 2.392
C -2.685 -2.038 1.224
C -2.136 -0.772 1.010
C -2.477 -0.065 -0.272
Sb -1.101 -0.514 -1.850
C -2.242 -0.276 -3.614
C -0.836 -2.606 -1.687
H 1.297 -1.332 2.204
H 2.939 -0.635 2.152
H 2.276 -1.465 0.733
H 2.451 2.224 2.907
H 1.954 3.441 1.708
H 3.404 2.437 1.425
H -1.296 1.864 1.310
H -0.468 1.579 2.838
H -0.522 -0.466 3.970
H -1.490 -2.700 4.313
H -2.900 -3.715 2.535
H -3.333 -2.464 0.466
H -2.521 1.019 -0.187
H -3.436 -0.410 -0.658
H -3.172 -0.832 -3.520
H -1.677 -0.649 -4.465
H -2.454 0.782 -3.753
H -1.771 -3.101 -1.945
H -0.558 -2.848 -0.663
H -0.049 -2.919 -2.370
O 2.175 -0.605 -3.136
S 1.665 0.118 -4.409
N 0.854 1.273 -3.927
*
```

[3]
Here is an isolated molecule of C13H22N2OS at a distorted geometry from OMol25. Energies are from ωB97M-V/def2-TZVPD.

The lowest unoccupied orbital energy is 0.61 eV. The relative energy (zero: lowest compared OMol25 entry of this formula, charge and spin) comes out at 48.1 kcal/mol. The calculation puts the frontier orbital gap at 8.57 eV.

ORCA input file:
```
! RIJCOSX wB97M-V def2-TZVPD def2/J DEFGRID3
* xyz 0 1
C -1.679 -4.725 0.421
C -1.006 -3.341 0.408
C 0.510 -3.277 0.569
C 0.884 -1.780 0.570
N 0.564 -1.045 -0.600
C 0.937 -1.285 -1.890
O 1.862 -2.089 -2.053
C 0.158 -0.713 -2.976
S -1.398 -0.144 -2.202
C -0.556 -0.015 -0.564
C 0.066 1.390 -0.332
C 1.346 1.645 0.094
C 1.836 3.061 0.325
C 0.670 4.095 0.309
N -0.543 3.540 0.610
C -0.841 3.395 2.034
C -0.968 2.466 -0.382
H -1.182 -5.509 -0.151
H -1.890 -5.124 1.429
H -2.636 -4.645 -0.090
H -1.315 -2.634 1.219
H -1.314 -2.927 -0.531
H 1.076 -3.854 -0.200
H 0.959 -3.619 1.530
H 1.904 -1.854 0.646
H 0.477 -1.346 1.458
H -0.011 -1.465 -3.742
H 0.706 0.096 -3.338
H -1.316 -0.297 0.286
H 2.095 0.975 0.343
H 2.480 3.398 -0.505
H 2.419 3.102 1.363
H 0.875 4.876 0.950
H 0.580 4.561 -0.695
H -0.093 2.777 2.448
H -0.781 4.372 2.509
H -1.833 2.988 2.266
H -1.122 2.918 -1.473
H -1.922 2.032 -0.061
*
```

[4]
Here is a 2-piece molecular cluster, C13H22N3O overall at a distorted geometry from OMol25. Energies are from ωB97M-V/def2-TZVPD.

The lowest unoccupied orbital energy is -4.21 eV. The relative energy (zero: lowest compared OMol25 entry of this formula, charge and spin) comes out at 40.2 kcal/mol. The calculation puts the frontier orbital gap at 7.56 eV.

ORCA input file:
```
! RIJCOSX wB97M-V def2-TZVPD def2/J DEFGRID3
* xyz 1 1
C -1.964 -0.120 -2.672
C -0.708 -0.492 -1.782
C -0.562 -2.076 -1.537
C -0.056 -2.236 -0.088
C -0.872 -2.790 1.019
C -0.244 -2.823 2.351
N 1.025 -2.348 2.463
C 1.595 -2.358 3.852
C 1.311 -0.902 4.419
C 1.029 -0.645 5.970
N 1.259 0.113 3.650
N 1.824 -1.879 1.545
C 1.327 -1.813 0.307
H -2.104 -0.961 -3.407
H -2.904 -0.035 -2.058
H -1.798 0.868 -3.166
H 0.246 -0.052 -2.181
H -0.862 0.019 -0.785
H 0.243 -2.428 -2.232
H -1.554 -2.555 -1.709
H -1.910 -3.139 0.833
H -0.820 -3.229 3.211
H 2.698 -2.523 3.842
H 1.022 -3.077 4.481
H 1.737 0.175 6.262
H 1.239 -1.609 6.496
H -0.040 -0.325 6.029
H 1.035 0.954 4.196
H 1.952 -1.400 -0.520
C -0.357 4.739 -2.836
C -0.197 3.442 -3.583
O 0.035 2.401 -3.000
C -0.335 3.485 -5.082
H -0.233 4.559 -1.768
H 0.402 5.452 -3.162
H -1.355 5.147 -3.008
H 0.425 4.143 -5.507
H -1.332 3.838 -5.353
H -0.196 2.483 -5.487
*
```

[5]
Here is a 2-piece molecular cluster, C13H22N3O2 overall at a distorted geometry from OMol25. Energies are from ωB97M-V/def2-TZVPD.

The lowest unoccupied orbital energy is -5.36 eV. The relative energy (zero: lowest compared OMol25 entry of this formula, charge and spin) comes out at 153.6 kcal/mol. The calculation puts the frontier orbital gap at 6.70 eV.

ORCA input file:
```
! RIJCOSX wB97M-V def2-TZVPD def2/J DEFGRID3
* xyz 1 1
N 5.020 0.247 -0.872
C 3.870 -0.465 -1.564
C 3.396 0.200 -2.981
C 2.016 1.078 -2.927
C 1.839 2.043 -1.620
C 1.126 1.360 -0.317
C -0.177 0.404 -0.656
C -1.678 1.051 -0.532
C -2.859 -0.087 -0.863
N -2.360 -1.458 -1.212
N -1.127 -2.004 -1.340
C 0.052 -1.156 -1.058
H 4.624 0.709 -0.004
H 5.645 -0.526 -0.533
H 4.280 -1.554 -1.828
H 3.026 -0.627 -0.772
H 3.247 -0.664 -3.792
H 4.328 0.826 -3.387
H 2.056 1.808 -3.872
H 1.080 0.372 -3.146
H 1.291 3.026 -1.959
H 2.939 2.352 -1.277
H 0.693 2.261 0.336
H 1.905 0.821 0.410
H -1.925 2.152 -0.214
H -4.022 0.168 -0.795
H -3.155 -2.146 -1.399
H 1.137 -1.643 -1.157
O -0.561 0.172 3.544
C -1.715 -0.225 3.546
O -2.549 -0.163 4.625
C -3.778 -0.813 4.306
C -3.856 -0.799 2.802
C -2.408 -0.889 2.394
H -3.750 -1.830 4.711
H -4.611 -0.272 4.763
H -4.476 -1.602 2.395
H -4.275 0.157 2.461
H -2.069 -1.927 2.323
H -2.219 -0.355 1.460
*
```

[6]
Here is an isolated molecule of C13H22O2 at a distorted geometry from OMol25. Energies are from ωB97M-V/def2-TZVPD.

The lowest unoccupied orbital energy is 0.78 eV. The relative energy (zero: lowest compared OMol25 entry of this formula, charge and spin) comes out at 93.2 kcal/mol. The calculation puts the frontier orbital gap at 8.45 eV.

ORCA input file:
```
! RIJCOSX wB97M-V def2-TZVPD def2/J DEFGRID3
* xyz 0 1
C -1.380 2.112 -0.522
C -1.627 0.885 -0.910
C -0.702 2.473 1.917
C -0.354 1.057 2.404
C 0.952 1.773 0.450
C -0.328 2.588 0.410
C -1.026 -0.343 -0.189
C 0.463 0.535 1.162
C 0.745 -0.778 -1.974
C -1.611 -1.745 -2.198
C -0.226 -2.662 -0.578
C 2.660 -0.275 1.449
C -0.534 -1.372 -1.227
O -1.974 -0.800 0.767
O 1.320 -0.489 1.571
H -1.944 2.970 -1.018
H -2.447 0.658 -1.592
H -1.795 2.706 2.115
H 0.081 3.064 2.333
H 0.341 1.012 3.262
H -1.199 0.571 2.608
H 1.513 1.485 -0.454
H 1.748 2.328 1.033
H -0.218 3.713 0.216
H 1.457 -1.104 -1.321
H 0.719 0.222 -2.180
H 0.855 -1.401 -2.803
H -1.232 -2.674 -2.709
H -2.660 -1.769 -1.851
H -1.741 -0.941 -3.026
H 0.324 -3.214 -1.228
H -1.204 -3.075 -0.289
H 0.515 -2.584 0.274
H 3.125 -1.060 2.046
H 3.042 0.703 2.045
H 2.980 -0.437 0.442
H -1.515 -1.579 1.167
*
```

[7]
Here is C13H23AlF5NO2P2 as an isolated structure at a distorted geometry from OMol25. Energies are from ωB97M-V/def2-TZVPD.

The lowest unoccupied orbital energy (alpha / beta) is -9.47 / -9.81 eV. The relative energy (zero: lowest compared OMol25 entry of this formula, charge and spin) comes out at 24.9 kcal/mol. The calculation puts the frontier orbital gap (alpha / beta) at 4.61 / 3.95 eV.

ORCA input file:
```
! RIJCOSX wB97M-V def2-TZVPD def2/J DEFGRID3
* xyz 2 1
Al -0.190 0.178 0.739
P 2.051 -0.390 0.856
C 2.158 -0.598 -0.890
C 1.016 -1.151 -1.531
N -0.204 -0.876 -0.934
C -1.371 -1.243 -1.518
C -1.374 -2.119 -2.591
C -0.151 -2.477 -3.170
C 1.031 -1.941 -2.685
C -2.641 -0.633 -0.942
P -2.207 0.968 -0.127
H 2.007 -2.162 -3.129
H -2.340 -2.481 -2.966
H -0.136 -3.165 -4.014
H -3.382 -0.448 -1.738
H -3.094 -1.298 -0.187
H 2.324 1.168 -1.498
H 3.134 -0.820 -1.342
H 1.335 2.753 -0.654
O 2.488 2.140 -1.592
H 2.269 2.379 -2.511
H 0.192 1.992 0.464
O 0.500 3.014 -0.119
H 0.675 3.697 0.551
C -2.101 2.070 -1.581
H -2.989 1.913 -2.208
H -2.074 3.118 -1.254
H -1.209 1.852 -2.183
C -3.688 1.499 0.771
H -3.404 2.319 1.446
H -4.457 1.856 0.068
H -4.090 0.669 1.368
C 2.587 -2.046 1.399
H 3.477 -2.324 0.807
H 2.828 -2.033 2.470
H 1.792 -2.777 1.199
C 3.380 0.707 1.432
H 3.188 0.940 2.492
H 4.351 0.195 1.353
H 3.422 1.641 0.854
F -2.188 -1.173 2.222
C -1.074 -0.382 2.491
F -1.560 0.775 3.118
C -0.271 -1.138 3.564
F -0.969 -1.339 4.703
F 0.089 -2.367 3.090
F 0.867 -0.461 3.911
*
```

[8]
Here is an isolated ion of composition C13H23BF9O2S and charge -1 at a distorted geometry from OMol25. Energies are from ωB97M-V/def2-TZVPD.

The lowest unoccupied orbital energy is 1.46 eV. The calculation puts the frontier orbital gap at 6.73 eV.

ORCA input file:
```
! RIJCOSX wB97M-V def2-TZVPD def2/J DEFGRID3
* xyz -1 1
C 3.696 0.212 1.607
C 4.393 1.407 0.773
C 3.554 1.753 -0.542
O 4.076 1.549 -1.646
O 2.283 2.264 -0.316
C 1.600 2.603 -1.556
C 0.046 2.734 -1.213
B -0.544 1.449 -0.321
C -0.062 0.081 -1.097
C -0.913 -1.221 -0.734
C -0.509 -2.507 -1.618
F 0.545 -2.250 -2.510
F -1.642 -2.692 -2.480
C -0.386 -3.856 -0.814
F -0.343 -4.916 -1.742
F -1.596 -4.036 -0.112
S 0.994 -4.042 0.407
F 1.714 -2.615 0.047
F 1.871 -4.860 -0.770
F 0.330 -5.512 0.890
F 0.171 -3.346 1.657
F 2.251 -4.357 1.435
C -2.174 1.667 -0.250
C -2.892 0.952 0.990
C -2.890 1.866 2.319
C -4.444 0.773 0.583
H 3.532 0.557 2.679
H 4.375 -0.703 1.619
H 2.676 -0.008 1.168
H 4.432 2.320 1.451
H 5.458 1.116 0.544
H 1.701 1.829 -2.372
H 1.982 3.612 -1.901
H -0.199 3.719 -0.685
H -0.506 2.734 -2.221
H -0.114 1.570 0.790
H 0.008 0.288 -2.210
H 1.014 -0.129 -0.750
H -0.777 -1.398 0.376
H -2.028 -1.012 -0.879
H -2.342 2.796 -0.105
H -2.721 1.407 -1.225
H -2.478 -0.069 1.251
H -2.994 2.967 2.075
H -3.758 1.536 2.991
H -1.947 1.650 2.918
H -4.520 0.418 -0.496
H -5.036 1.734 0.751
H -4.890 -0.032 1.246
*
```

[9]
Here is C13H23BN2O2Pb as an isolated structure at a distorted geometry from OMol25. Energies are from ωB97M-V/def2-TZVPD.

The lowest unoccupied orbital energy is -12.45 eV. The calculation puts the frontier orbital gap at 2.93 eV.

ORCA input file:
```
! RIJCOSX wB97M-V def2-TZVPD def2/J DEFGRID3
* xyz 2 1
C -2.197 -0.266 2.065
C -1.144 -1.381 1.855
B -1.056 -1.955 0.434
O -2.326 -2.074 -0.280
C 0.285 -2.534 -0.237
C 0.377 -3.793 0.539
N 0.421 -4.810 1.071
C 0.237 -2.962 -1.745
C -0.615 -2.100 -2.563
N -1.288 -1.433 -3.208
O 1.389 -1.751 0.070
C 1.377 -0.422 -0.513
C 1.201 0.697 0.513
C 2.098 0.479 1.732
C 1.502 2.043 -0.195
C 0.277 2.944 -0.389
C -0.727 2.347 -1.399
C 0.743 4.319 -0.867
H -1.859 0.402 2.855
H -2.335 0.353 1.178
H -3.160 -0.655 2.404
H -0.159 -1.110 2.233
H -1.446 -2.261 2.459
H -2.360 -2.890 -0.792
H -0.098 -3.998 -1.845
H 1.260 -2.947 -2.126
H 2.338 -0.299 -1.014
H 0.608 -0.342 -1.288
H 0.142 0.762 0.795
H 2.166 -0.567 2.031
H 3.099 0.871 1.547
H 1.704 1.039 2.583
H 2.262 2.580 0.376
H 1.950 1.862 -1.180
H -0.214 3.065 0.584
H -0.843 3.000 -2.264
H -1.720 2.221 -0.961
H -0.413 1.376 -1.792
H -0.117 4.967 -1.044
H 1.254 4.219 -1.828
H 1.408 4.798 -0.149
Pb -4.022 -3.791 0.354
*
```

[10]
Here is C13H23BaClNP as an isolated structure at a distorted geometry from OMol25. Energies are from ωB97M-V/def2-TZVPD.

The lowest unoccupied orbital energy is -0.91 eV. The relative energy (zero: lowest compared OMol25 entry of this formula, charge and spin) comes out at 58.8 kcal/mol. The calculation puts the frontier orbital gap at 4.68 eV.

ORCA input file:
```
! RIJCOSX wB97M-V def2-TZVPD def2/J DEFGRID3
* xyz 0 1
C 1.235 -2.111 3.329
C 2.236 -1.649 2.472
C 1.856 -0.849 1.379
C 0.568 -0.373 1.316
C -0.437 -0.829 2.133
C -0.087 -1.716 3.167
C 2.730 -0.450 0.194
C 1.800 0.368 -0.730
N 1.162 0.061 -2.007
Ba 0.044 2.165 -1.502
C -1.854 -0.377 1.921
P -1.966 0.674 0.420
H 3.271 -1.940 2.645
H -0.876 -2.089 3.808
H 1.476 -2.800 4.148
H -2.199 0.268 2.731
H -2.540 -1.217 1.776
H 3.472 0.272 0.586
H 3.301 -1.231 -0.312
H 0.723 0.092 -0.089
C -3.575 1.543 0.515
C -2.321 -0.605 -0.847
H 2.179 1.388 -0.711
C 1.359 -1.434 -2.252
C 1.728 0.798 -3.196
H -1.639 4.509 -0.958
H 1.685 -1.576 -3.282
H 2.161 -1.897 -1.658
H 0.504 -2.085 -2.115
H 2.120 0.014 -3.870
H 0.975 1.350 -3.797
H 2.552 1.466 -2.909
H -3.277 -1.082 -0.568
H -2.404 -0.122 -1.841
H -1.509 -1.353 -0.884
H -4.374 0.829 0.766
H -3.471 2.326 1.289
H -3.774 2.063 -0.441
H -1.595 4.319 -1.822
Cl -1.240 3.279 1.194
*
```

[11]
Here is C13H23CeN4O2P2 as an isolated structure at a distorted geometry from OMol25. Energies are from ωB97M-V/def2-TZVPD.

The lowest unoccupied orbital energy (alpha / beta) is -13.15 / -13.17 eV. The calculation puts the frontier orbital gap (alpha / beta) at 4.90 / 4.88 eV.

ORCA input file:
```
! RIJCOSX wB97M-V def2-TZVPD def2/J DEFGRID3
* xyz 3 1
Ce 0.329 1.193 0.350
P 2.454 -0.953 1.068
C 2.419 -1.196 -0.796
C 1.099 -1.503 -1.462
N -0.008 -0.808 -1.061
C -1.222 -1.161 -1.578
C -1.319 -2.083 -2.618
C -0.162 -2.652 -3.155
C 1.070 -2.347 -2.570
C -2.503 -0.580 -1.023
P -2.468 1.037 -0.085
H 2.025 -2.717 -2.964
H -2.320 -2.296 -3.008
H -0.222 -3.321 -4.018
H -3.200 -0.425 -1.867
H -2.952 -1.290 -0.300
H 2.850 -0.280 -1.253
H 3.102 -2.043 -0.949
H 0.879 3.677 -1.362
O 1.409 2.861 -1.206
H 2.040 2.718 -1.934
H -0.638 4.532 0.769
O -0.550 4.355 -0.190
H -1.016 5.108 -0.600
C -2.787 2.134 -1.511
H -3.808 1.955 -1.865
H -2.682 3.179 -1.204
H -2.074 1.927 -2.316
C -4.144 0.974 0.607
H -4.297 1.824 1.280
H -4.898 1.004 -0.191
H -4.254 0.059 1.199
C 2.516 -2.722 1.560
H 3.476 -3.173 1.270
H 2.402 -2.790 2.650
H 1.684 -3.257 1.090
C 4.241 -0.619 1.301
H 4.401 -0.360 2.352
H 4.855 -1.491 1.064
H 4.551 0.230 0.688
N 0.125 0.768 2.534
C -0.049 0.321 3.631
N -0.306 -0.301 4.691
C -0.087 0.123 5.922
N 0.039 0.389 7.058
*
```